Below is a molecular structure, C4H5O2Y at a distorted geometry, with properties calculated with ωB97M-V/def2-TZVPD.

Last column: natural (NBO) charge in e.
Positions of all 12 atoms, in Å:
1 H -2.44292 -0.91418 -1.69444  0.39
2 C -1.47445 -0.49886 -1.32722  -0.47
3 C -1.65595 0.75084 -1.01829  0.76
4 O -1.60807 1.85036 -0.57668  -0.79
5 Y -2.01129 3.46589 1.03644  2.76
6 H -0.53942 -0.79826 -1.80368  0.36
7 O 2.63242 0.41900 0.41424  -0.45
8 C 1.84273 -0.45575 0.72388  0.70
9 C 1.17930 -1.41655 1.25865  -0.50
10 H 2.25240 1.23645 0.01882  0.55
11 H 0.72229 -1.26883 2.24266  0.34
12 H 1.10295 -2.37011 0.72561  0.37

Output
Net charge   +4
HOMO-LUMO gap   5.061 eV
Lowest unoccupied orbital energy   -20.5 eV
Spin multiplicity   1
Maximum force   5.2 eV/A